# 1
Here is a structure of composition C3H6BrNO4 in a non-equilibrium geometry from the OMol25 dataset. Energies are from the ωB97M-V functional and the def2-TZVPD basis.

```
15
Properties=species:S:1:pos:R:3
C 0.066 0.769 1.409
C -0.463 -1.184 -0.726
C 0.446 -0.039 -0.372
N 0.414 1.020 -1.274
O -0.711 1.301 -1.635
O 1.399 1.583 -1.577
O 0.023 -0.292 2.288
O -1.783 -0.923 -0.350
Br 2.322 -0.603 -0.119
H 0.877 1.534 1.701
H -0.981 1.023 1.120
H -0.193 -1.395 -1.848
H -0.072 -1.979 -0.239
H 0.801 -0.382 2.748
H -2.144 -0.433 -1.125
```

Values from the calculation:
Energy above the lowest of the compared OMol25 structures with the same formula, charge and spin in kJ/mol: 161.5
Spin multiplicity: 1
Gap between HOMO and LUMO in eV: 9.7290
Max |F| in eV Å⁻¹: 4.9
E_LUMO in eV: -0.10
Calculated total energy in eV: -82925.5070
Total charge: 0



# 2
Here is a cluster of 2 separate species, CH5NO2P in total in a non-equilibrium geometry from the OMol25 dataset. Energies are from the ωB97M-V functional and the def2-TZVPD basis.

```
10
Properties=species:S:1:pos:R:3
C 0.874 0.861 -0.064
N 1.817 0.220 0.531
O -3.252 -1.294 -0.579
O -1.017 -0.466 0.002
P -2.322 -0.370 -1.147
H -0.119 1.325 0.253
H 0.832 0.950 -1.100
H -1.031 -1.193 0.565
H 1.605 0.150 1.501
H 2.613 -0.183 0.037
```

Values from the calculation:
Energy above the lowest of the compared OMol25 structures with the same formula, charge and spin in kJ/mol: 57.6
Spin multiplicity: 1
Gap between HOMO and LUMO in eV: 10.0664
Max |F| in eV Å⁻¹: 4.2
E_LUMO in eV: -5.02
Calculated total energy in eV: -15984.2336
Total charge: +1